87
Properties=species:S:1:pos:R:3:forces:R:3 method="wB97M-V/def2-TZVPD" relative_energy_kj_mol=0.0 homo_lumo_gap_ev="8.6 / 7.7" total_charge=+1 spin_multiplicity=2 s_squared=0.753 total_energy_ev=-131060.56983 lumo_energy_ev="-2.22 / -3.09"
Os -0.76549 -0.62896 -2.20689 -0.07 0.02 0.00
Ge 1.94440 0.38678 1.74603 0.12 0.13 -0.03
S -0.54072 1.68549 0.29588 0.03 0.12 -0.01
F 1.58803 0.98412 -2.37313 -0.01 0.03 0.02
F 1.55582 -0.52172 -3.93271 -0.01 -0.03 -0.01
F 0.39542 1.29008 -4.14764 0.00 -0.03 0.02
O -0.74686 -2.23893 -3.54119 0.03 0.00 0.04
O 0.23622 0.53085 0.85161 -0.05 -0.09 -0.03
O 0.20454 -2.01572 -0.91069 -0.05 0.03 0.02
O -1.94313 -1.76349 -0.75030 0.04 -0.05 0.03
O 0.19454 2.89691 0.14200 -0.06 -0.03 -0.02
N -2.07379 0.83000 -2.97872 0.04 0.01 0.03
N -5.08398 2.40666 3.92487 0.01 0.00 0.00
N -2.53679 2.83136 -1.76517 0.00 0.01 0.00
N -1.07786 1.04141 -1.06461 0.04 -0.01 -0.03
C -2.85113 0.89735 1.45422 0.01 -0.02 0.03
C -1.94556 1.67332 -1.92625 -0.02 -0.01 0.04
C 0.30031 -3.25302 -3.56768 0.00 0.01 -0.04
C 3.17696 -0.93341 -0.48787 0.00 0.03 0.00
C 4.13005 1.21567 0.04353 -0.02 0.02 0.01
C -0.96583 -1.40470 -5.84166 0.01 -0.01 0.00
C 2.07909 1.75325 4.25610 0.00 -0.02 0.00
C -2.86502 1.20961 -3.97248 0.01 0.01 -0.02
C 0.75665 0.33929 -3.23064 0.00 -0.01 -0.01
C 2.28221 3.23542 2.37045 -0.01 -0.02 -0.06
C 2.10326 1.94452 2.87354 -0.07 -0.04 0.04
C -3.05100 3.23930 2.95423 0.01 0.01 0.00
C 1.49500 -1.21444 2.71581 0.01 0.00 0.03
C -0.01698 -2.38619 4.18792 -0.01 -0.01 0.02
C 5.01219 1.08332 -1.01888 0.01 0.02 0.01
C 3.19911 0.21323 0.30895 0.02 -0.08 0.02
C 2.42640 4.30827 3.23490 0.01 0.02 0.03
C 4.97725 -0.05329 -1.81164 -0.02 -0.04 -0.01
C 2.34915 -2.31476 2.73214 0.00 0.01 -0.02
C 0.30937 -1.25797 3.45226 0.01 0.00 -0.01
C -0.23570 -4.58649 -3.10864 0.01 -0.01 0.01
C -1.99882 3.08248 2.07967 -0.02 0.00 -0.01
C 0.83879 -3.48129 4.19441 0.00 0.00 0.00
C -3.33638 3.19695 -2.77129 0.01 0.00 0.01
C 4.06336 -1.06446 -1.54375 0.04 0.02 0.00
C -1.90338 1.91322 1.33208 0.03 0.01 0.04
C -3.53425 2.42020 -3.90144 0.00 -0.01 -0.01
C -1.58032 -2.21560 -4.72541 -0.02 -0.01 0.00
C -0.88480 -2.32600 -0.32813 -0.01 0.03 -0.08
C -3.90235 1.05991 2.32501 0.00 0.00 0.01
C 2.39963 4.10615 4.60944 -0.01 -0.01 -0.01
C -0.90973 -3.32746 0.77455 0.00 -0.01 0.01
C 2.02004 -3.44687 3.46781 -0.01 0.01 0.00
C -4.02101 2.23447 3.09051 -0.01 0.00 -0.01
C 2.22655 2.82896 5.12055 0.01 0.02 -0.01
H -0.01043 -1.81918 -6.16140 -0.01 0.00 0.00
H -2.95402 0.54708 -4.82288 0.00 -0.01 -0.01
H -0.79588 -0.37276 -5.53834 -0.01 0.02 0.01
H -2.53595 -1.80910 -4.39464 0.01 0.00 -0.01
H 1.95009 0.75836 4.66683 0.00 0.00 0.00
H 2.68845 -4.29777 3.47682 0.00 0.00 0.00
H 0.68557 -3.29056 -4.58685 0.00 0.00 0.00
H -1.25199 3.85677 1.96532 -0.01 0.00 0.00
H 1.08628 -2.88326 -2.91788 -0.02 0.00 0.00
H 3.27576 -2.29291 2.17015 0.00 0.00 0.00
H -0.60379 -4.52140 -2.08592 -0.01 0.00 0.00
H -1.63836 -1.41462 -6.70090 0.00 0.00 0.00
H 5.66567 -0.15295 -2.64067 0.00 0.00 0.00
H 0.56671 -5.32454 -3.13723 0.00 0.00 0.00
H -1.77321 -3.15938 1.41309 0.00 0.00 0.00
H 2.51753 4.94612 5.28149 0.00 0.00 0.00
H -0.93515 -2.41218 4.76078 0.00 0.00 0.00
H -1.74694 -3.25161 -5.02224 -0.01 0.01 -0.01
H 5.72757 1.86793 -1.22664 0.00 0.00 0.00
H -5.68240 1.62978 4.13817 0.00 0.00 0.00
H -1.04277 -4.94653 -3.74719 0.01 -0.01 0.01
H -4.65121 0.28359 2.42062 0.00 0.00 0.00
H -0.99449 -4.32424 0.33630 -0.01 0.00 0.00
H -4.18128 2.74603 -4.70083 0.00 0.00 0.00
H 0.01116 -3.28342 1.35150 0.02 0.01 0.00
H -3.13865 4.14872 3.53495 0.00 0.00 0.00
H 2.44708 -1.71023 -0.30207 -0.01 -0.03 0.01
H 4.17320 2.10383 0.66235 0.00 -0.01 0.00
H 4.04059 -1.95161 -2.16375 0.00 0.00 0.00
H 2.21045 2.66810 6.19040 0.00 0.00 0.00
H -5.08596 3.16852 4.57840 0.00 0.00 0.00
H -3.83220 4.15349 -2.66099 0.00 0.00 0.00
H 2.28982 3.41127 1.30248 0.00 0.00 0.02
H 0.58586 -4.36118 4.77149 0.00 0.00 0.00
H -0.36455 -0.40685 3.45274 0.00 -0.01 -0.01
H -2.75954 -0.01159 0.86945 -0.02 0.01 -0.02
H 2.56348 5.30457 2.83548 0.00 0.00 0.00